[1]
The following is a DFT calculation (wB97M-V/def2-TZVPD) of a structure of composition C27H42Cl5GeIrN2OSSi3.

Output
relative energy (zero: lowest compared OMol25 entry of this formula, charge and spin): 26.4 kcal per mole
frontier orbital gap (spin up / spin down): 7.197 / 5.265 eV
net charge: +1
HOMO energy (spin up / spin down): -9.7 / -11.0 eV
LUMO (spin up / spin down): -2.5368 / -5.7272 eV
calculated total energy: -6987.40650 a.u.
⟨S²⟩: 8.773
multiplicity: 6

```
83
Properties=species:S:1:pos:R:3:forces:R:3:lowdin_spin:R:1
Ir -0.436 -0.292 0.050 -1.035 -0.474 -0.313 2.502
C -4.679 0.786 -4.729 -0.070 -0.129 0.179 0.001
C -4.944 -0.102 -3.515 -0.042 -0.157 -0.654 0.003
N -4.345 0.453 -2.315 0.542 -0.032 -0.035 0.022
C -5.193 1.220 -1.428 -0.265 0.147 0.552 0.013
C -5.853 0.333 -0.374 0.062 0.159 -0.225 0.002
C -3.042 0.275 -2.098 -0.071 0.336 0.470 0.043
S -2.381 1.037 -0.673 0.756 -0.379 0.758 0.330
N -2.362 -0.419 -2.970 0.045 -0.631 -0.583 0.022
C -1.076 -0.770 -2.937 -1.106 0.178 -0.194 0.026
O -0.208 -0.385 -2.112 0.952 0.061 0.700 0.167
C -0.704 -1.740 -3.986 0.500 -0.107 -0.053 0.006
C 0.552 -2.346 -3.922 -0.212 0.113 0.017 0.002
C 0.886 -3.335 -4.826 0.120 -0.104 -0.027 0.000
C -0.021 -3.724 -5.800 -0.035 0.100 0.038 0.002
C -1.256 -3.097 -5.889 -0.036 -0.038 -0.067 0.000
C -1.601 -2.106 -4.991 0.121 0.063 0.155 0.003
H -5.193 0.388 -5.599 -0.052 -0.002 -0.102 0.000
H -3.613 0.824 -4.939 0.052 0.019 -0.017 0.000
H -5.036 1.799 -4.548 -0.041 0.073 -0.037 0.000
H -4.519 -1.095 -3.681 -0.202 0.117 0.065 0.001
H -6.017 -0.192 -3.340 0.050 -0.062 0.078 0.001
H -5.954 1.718 -2.031 0.105 0.022 -0.036 0.001
H -4.588 1.987 -0.937 -0.226 -0.024 -0.182 0.007
H -6.518 -0.391 -0.839 -0.063 -0.081 -0.008 0.000
H -6.435 0.945 0.310 -0.100 0.026 0.084 0.000
H -5.097 -0.206 0.192 0.092 -0.051 0.088 0.001
H 1.244 -2.041 -3.150 0.030 -0.014 0.032 0.000
H 1.854 -3.809 -4.765 0.069 -0.057 -0.014 0.000
H 0.233 -4.511 -6.493 0.048 -0.064 -0.079 0.000
H -1.958 -3.387 -6.656 -0.025 -0.029 -0.071 0.000
H -2.559 -1.612 -5.054 -0.036 -0.011 0.025 0.000
Cl 2.149 -1.780 0.231 0.384 -0.031 -0.196 0.087
C 0.933 -2.779 0.956 -0.338 0.044 0.034 0.059
C -0.367 -2.284 0.897 0.113 0.222 -0.353 0.180
C -1.359 -3.087 1.442 -0.127 0.244 -0.109 0.054
Cl -2.981 -2.504 1.372 -0.272 0.065 -0.007 0.022
C -1.090 -4.306 2.058 0.018 0.023 0.045 -0.002
Cl -2.349 -5.238 2.766 0.081 0.098 -0.095 -0.001
C 0.232 -4.750 2.122 0.000 -0.032 0.047 0.030
Cl 0.598 -6.227 2.910 0.019 0.027 -0.043 0.012
C 1.258 -3.986 1.559 0.095 -0.017 0.043 -0.002
Cl 2.886 -4.527 1.642 -0.032 0.090 -0.056 0.002
C 0.868 1.014 5.735 -0.090 -0.181 -0.835 0.021
Si 0.680 -0.074 4.173 -0.310 -0.415 -0.016 0.120
C 2.316 -1.015 3.873 -0.609 0.362 -0.013 0.028
C -0.831 -1.225 4.403 0.628 0.367 -0.135 0.009
Ge 0.205 1.127 1.911 0.756 0.688 1.275 0.495
Si 1.981 2.948 1.917 -0.035 0.492 -0.354 0.147
C 3.596 1.955 1.680 -0.743 0.117 0.100 0.045
C 2.073 4.014 3.499 -0.177 -0.566 -0.568 0.020
C 1.569 4.010 0.385 0.233 -0.440 0.580 0.011
Si -1.952 2.585 2.716 -0.788 0.690 0.291 0.289
C -2.197 3.941 1.390 0.379 -0.710 0.385 0.048
C -1.819 3.403 4.438 0.312 -0.586 -0.708 0.040
C -3.256 1.192 2.703 0.780 0.215 -0.072 0.071
H 1.046 0.366 6.588 0.036 -0.296 0.095 0.004
H -0.015 1.599 5.959 -0.203 0.079 -0.012 0.000
H 1.707 1.696 5.674 0.214 0.114 -0.068 0.000
H 2.359 -1.909 4.492 -0.096 -0.106 0.160 0.004
H 3.176 -0.400 4.124 0.049 0.134 0.032 0.000
H 2.419 -1.328 2.839 0.031 -0.048 -0.123 0.001
H -0.546 -2.122 4.947 0.089 -0.137 0.153 0.001
H -1.241 -1.540 3.449 -0.026 0.006 -0.099 0.000
H -1.624 -0.736 4.964 -0.057 0.138 0.092 0.000
H 3.863 1.405 2.577 -0.006 -0.075 0.174 0.000
H 4.427 2.613 1.438 0.038 0.255 -0.036 0.007
H 3.498 1.238 0.870 -0.029 -0.100 -0.151 0.001
H 2.249 3.415 4.385 0.039 -0.158 0.126 0.000
H 1.170 4.590 3.664 -0.204 0.096 -0.053 0.000
H 2.897 4.718 3.417 0.196 0.109 -0.141 0.004
H 1.341 3.378 -0.468 -0.024 -0.147 -0.125 0.001
H 2.405 4.646 0.109 0.205 0.112 0.014 0.002
H 0.712 4.653 0.558 -0.170 0.076 0.110 0.000
H -1.621 4.833 1.617 0.168 0.057 0.138 0.000
H -3.243 4.233 1.346 -0.287 -0.072 0.121 0.009
H -1.916 3.590 0.404 0.050 -0.036 -0.172 0.002
H -0.997 4.106 4.507 0.174 0.107 -0.062 0.000
H -1.708 2.675 5.234 -0.006 -0.175 0.085 0.000
H -2.734 3.955 4.637 -0.303 0.090 -0.152 0.008
H -3.074 0.497 1.888 -0.041 -0.050 -0.050 0.003
H -4.252 1.604 2.568 -0.158 0.297 -0.063 0.012
H -3.254 0.626 3.628 0.118 -0.005 0.221 0.000
```
Forces are in eV/Å.



[2]
The following is a DFT calculation (wB97M-V/def2-TZVPD) of a structure of composition C27H42KN3O5SSe2.

Output
relative energy (zero: lowest compared OMol25 entry of this formula, charge and spin): 11.5 kcal per mole
frontier orbital gap: 4.675 eV
net charge: -2
HOMO energy: -0.6 eV
LUMO: 4.0417 eV
calculated total energy: -7395.57964 a.u.

```
81
Properties=species:S:1:pos:R:3:forces:R:3:nbo_charge:R:1
K 1.002 -1.584 -0.864 -0.794 1.242 -2.031 0.862
C -1.066 2.141 2.134 0.170 0.000 0.146 -0.237
C 0.361 2.412 2.692 0.046 0.054 -0.057 -0.223
N 1.207 1.245 2.775 0.223 -0.044 -0.272 -0.652
C 1.131 0.423 3.949 -0.086 -0.086 0.213 -0.224
C -0.230 -0.128 4.409 -0.068 -0.284 -0.351 -0.538
S -1.013 -1.389 3.331 -0.152 0.162 0.081 0.174
C -2.469 -0.554 2.612 0.431 -0.111 0.155 -0.522
C -2.192 0.130 1.274 -0.213 -0.009 0.116 -0.235
N -1.016 0.956 1.316 -0.322 0.155 -0.267 -0.676
H -1.412 3.030 1.582 -0.028 -0.058 0.066 0.169
H -1.767 1.993 2.964 0.030 -0.071 -0.105 0.167
H 0.302 2.889 3.679 0.034 0.064 -0.103 0.169
H 0.864 3.105 2.010 -0.092 0.147 0.063 0.183
H 1.034 0.660 1.960 0.054 -0.065 0.166 0.414
H 1.534 1.008 4.792 -0.008 -0.156 0.045 0.160
H 1.789 -0.430 3.772 0.077 0.027 0.084 0.225
H -0.956 0.668 4.556 -0.086 0.099 0.149 0.196
H -0.078 -0.652 5.356 -0.024 0.182 0.079 0.207
H -2.856 0.134 3.368 -0.072 -0.019 -0.047 0.190
H -3.200 -1.353 2.475 -0.069 0.114 -0.003 0.224
H -3.113 0.679 0.982 0.130 -0.105 -0.030 0.156
H -2.015 -0.642 0.524 -0.109 -0.008 -0.113 0.236
H -0.698 1.175 0.376 0.061 -0.002 -0.024 0.423
O -1.699 -3.165 -5.333 -0.605 -0.333 -0.145 -0.794
C -0.318 -2.980 -5.095 0.826 0.247 -0.022 -0.087
C 0.191 -3.646 -3.810 -0.100 -0.477 -0.387 -0.172
C 0.042 -5.179 -3.950 0.493 0.089 -0.077 -0.042
O -1.282 -5.600 -4.176 -0.576 -0.071 -0.258 -0.772
C -0.651 -3.260 -2.594 -0.270 -0.018 0.437 -0.546
Se -1.611 -1.553 -2.588 -0.755 0.586 -0.099 -0.698
C 1.688 -3.375 -3.668 0.224 -0.045 -0.235 -0.564
Se 2.288 -1.518 -3.679 0.529 0.769 -0.219 -0.686
H -2.128 -2.627 -4.640 -0.173 0.201 0.131 0.500
H -0.085 -1.914 -5.036 0.032 -0.087 -0.010 0.226
H 0.212 -3.398 -5.960 0.020 -0.003 0.070 0.159
H 0.387 -5.662 -3.025 0.053 0.043 -0.117 0.165
H 0.678 -5.523 -4.786 0.044 0.066 0.185 0.138
H -1.692 -4.875 -4.690 -0.039 -0.204 0.098 0.492
H -0.036 -3.270 -1.694 -0.254 -0.832 -0.328 0.184
H -1.444 -4.003 -2.470 0.297 0.085 0.105 0.221
H 2.208 -3.833 -4.520 -0.121 -0.187 0.238 0.193
H 2.075 -3.818 -2.747 -0.150 -0.251 -0.046 0.203
O -1.812 1.749 -1.676 -0.182 0.056 0.106 -0.740
C -0.952 2.134 -2.706 -0.069 0.165 -0.314 -0.094
C 0.513 1.972 -2.382 -0.008 0.222 -0.234 0.214
C 1.477 2.390 -3.299 -0.009 -0.125 0.178 -0.248
C 2.808 2.195 -2.993 -0.039 0.037 0.125 -0.155
C 3.132 1.604 -1.779 0.057 0.058 0.019 -0.253
C 2.102 1.246 -0.926 0.566 0.214 -0.061 0.038
N 0.824 1.432 -1.217 -0.372 -0.044 0.132 -0.472
H -1.762 0.781 -1.640 -0.018 -0.364 0.049 0.504
H -1.164 3.192 -2.905 0.085 -0.066 -0.071 0.164
H -1.150 1.564 -3.624 -0.002 0.038 0.053 0.201
H 1.174 2.836 -4.237 -0.031 -0.018 -0.078 0.204
H 3.586 2.498 -3.682 0.006 -0.056 -0.044 0.203
H 4.162 1.426 -1.505 -0.005 -0.084 0.024 0.214
H 2.303 0.792 0.035 0.141 -0.089 0.143 0.213
C 5.212 -4.193 5.881 -0.069 0.096 -0.044 -0.617
C 4.410 -3.850 4.656 0.089 -0.114 0.123 -0.034
C 3.110 -4.307 4.518 0.108 0.028 0.006 -0.239
C 2.344 -3.967 3.411 0.043 -0.016 -0.041 0.031
C 0.948 -4.475 3.251 -0.096 -0.030 -0.004 -0.656
C 2.891 -3.130 2.443 -0.066 0.067 -0.111 -0.147
C 4.204 -2.678 2.552 -0.009 -0.006 0.104 0.118
C 4.778 -1.815 1.472 0.051 0.072 -0.021 -0.665
C 4.952 -3.050 3.660 -0.045 -0.023 0.017 -0.272
C 2.048 -2.662 1.265 0.473 -0.354 0.835 0.756
O 1.726 -3.493 0.404 0.074 -1.190 0.012 -0.757
O 1.758 -1.449 1.260 0.564 0.893 1.724 -0.806
H 4.867 -5.129 6.321 0.038 -0.027 0.054 0.202
H 5.102 -3.404 6.630 0.074 -0.036 0.103 0.204
H 6.271 -4.285 5.640 0.063 -0.025 0.056 0.202
H 2.685 -4.943 5.286 -0.047 -0.067 0.034 0.186
H 0.734 -5.290 3.942 -0.003 -0.023 0.068 0.189
H 0.801 -4.811 2.229 -0.092 -0.083 -0.080 0.253
H 0.240 -3.666 3.425 -0.117 -0.069 0.012 0.238
H 4.797 -2.359 0.528 0.042 0.010 -0.109 0.231
H 5.788 -1.485 1.714 0.057 -0.015 0.006 0.191
H 4.137 -0.949 1.323 0.021 0.116 -0.025 0.247
H 5.974 -2.705 3.758 0.116 0.048 -0.029 0.186
```
Forces are in eV/Å.



[3]
The following is a DFT calculation (wB97M-V/def2-TZVPD) of a structure of composition C27H43AuGe2N3O.

Output
relative energy (zero: lowest compared OMol25 entry of this formula, charge and spin): 8.6 kcal per mole
frontier orbital gap: 6.794 eV
net charge: +3
HOMO energy: -16.5 eV
LUMO: -9.7238 eV
calculated total energy: -5582.65987 a.u.

```
77
Properties=species:S:1:pos:R:3:forces:R:3:mulliken_charge:R:1
Au 1.128 0.126 -1.110 -0.077 0.289 -0.134 0.304
O 2.168 2.642 -0.942 -0.096 -0.320 0.052 -0.395
C 1.677 3.622 -1.883 0.069 -0.194 0.066 -0.609
C 2.017 3.243 -3.310 -0.082 0.079 -0.097 -0.525
C 1.590 1.821 -3.712 0.063 -0.042 0.033 -1.644
C 0.131 1.555 -3.478 -0.058 0.041 0.121 1.123
C -0.794 2.016 -4.405 -0.038 0.046 0.014 -0.590
C -2.148 1.829 -4.209 -0.012 0.031 -0.076 -0.745
C -2.572 1.162 -3.067 0.028 -0.011 0.022 -1.058
C -1.627 0.711 -2.181 0.016 0.104 0.001 -0.443
N -0.300 0.909 -2.361 0.149 -0.026 -0.298 0.758
H 3.130 2.714 -0.906 -0.038 0.013 0.047 0.285
H 2.083 4.601 -1.631 -0.015 0.029 -0.025 0.466
H 0.598 3.660 -1.728 -0.002 -0.005 -0.003 0.217
H 3.089 3.340 -3.489 0.007 0.005 0.018 0.402
H 1.532 3.971 -3.965 0.021 -0.021 -0.042 0.429
H 2.216 1.071 -3.218 -0.016 0.027 0.067 0.154
H 1.784 1.697 -4.777 0.009 -0.023 -0.021 0.554
H -0.431 2.523 -5.289 0.009 -0.012 -0.004 0.601
H -2.863 2.185 -4.940 0.005 0.013 0.004 0.475
H -3.619 0.977 -2.873 0.004 0.005 0.013 0.580
H -1.914 0.156 -1.301 -0.019 0.140 -0.081 0.655
C -1.322 -3.942 -2.791 -0.003 0.012 -0.011 -1.350
C -0.717 -2.526 -2.755 -0.027 0.044 -0.018 -0.101
Ge -0.242 -2.137 -0.910 0.053 -0.119 0.109 -0.128
C 0.836 -3.490 -0.027 -0.063 -0.034 -0.001 -0.584
C 0.909 -3.412 1.495 -0.009 0.028 -0.006 -0.836
C -1.661 -1.499 0.236 -0.113 -0.112 0.249 -0.940
C -1.831 -0.462 1.064 0.212 -0.210 0.017 1.307
Ge -0.538 0.972 1.386 -0.142 0.040 0.036 -0.279
C 1.025 0.605 2.472 -0.033 0.014 0.075 0.424
C 0.772 0.927 3.958 0.023 0.041 -0.033 -1.515
C -0.920 2.789 0.813 0.030 0.015 0.125 0.159
C -2.099 3.449 1.550 -0.001 0.003 -0.004 -1.515
C -3.013 -0.228 1.916 0.004 -0.038 -0.038 0.315
C -2.851 0.558 3.057 0.107 0.078 0.052 0.234
C -3.902 0.825 3.918 -0.008 -0.012 -0.009 -1.237
C -5.151 0.291 3.632 -0.010 -0.014 -0.003 -0.532
C -5.335 -0.490 2.495 -0.014 0.016 0.024 -0.970
C -4.278 -0.748 1.640 -0.009 0.029 -0.062 -0.501
H -1.684 -4.149 -3.797 0.002 0.002 0.001 0.409
H -2.175 -4.050 -2.117 0.000 -0.004 0.002 0.361
H -0.588 -4.708 -2.546 0.002 -0.001 0.004 0.381
H -1.433 -1.787 -3.114 0.028 0.009 0.010 0.331
H 0.170 -2.469 -3.388 0.018 0.008 0.020 0.495
H 1.809 -3.567 -0.515 -0.006 0.037 0.017 0.294
H 0.294 -4.399 -0.318 0.055 -0.024 -0.015 0.533
H 1.382 -2.495 1.851 0.047 -0.037 -0.051 -0.124
H 1.473 -4.258 1.890 0.008 0.011 -0.002 0.407
H -0.086 -3.456 1.939 0.007 0.005 0.002 0.401
H -2.464 -2.243 0.214 -0.088 0.072 0.003 0.581
H 1.835 1.225 2.079 -0.016 0.006 -0.018 0.425
H 1.289 -0.444 2.341 -0.014 0.059 0.022 -0.245
H 0.448 1.958 4.109 -0.005 -0.002 0.001 0.399
H 1.702 0.800 4.509 -0.017 -0.001 0.025 0.427
H 0.033 0.259 4.399 0.001 -0.009 0.005 0.442
H -1.125 2.761 -0.257 -0.009 -0.059 -0.102 0.067
H 0.001 3.357 0.960 0.015 -0.043 -0.022 0.551
H -3.028 2.897 1.417 -0.004 -0.002 -0.005 0.360
H -2.240 4.452 1.149 0.002 0.000 0.008 0.467
H -1.909 3.547 2.618 -0.001 -0.010 0.006 0.363
H -1.863 0.950 3.340 0.027 -0.030 -0.016 0.466
H -3.752 1.426 4.804 0.002 0.001 -0.004 0.482
H -5.983 0.484 4.295 -0.002 0.004 -0.004 0.454
H -6.314 -0.894 2.274 0.001 -0.004 0.004 0.446
H -4.452 -1.337 0.748 0.030 -0.011 -0.018 0.408
C 5.264 -1.171 2.084 -0.003 0.005 -0.010 -0.873
N 4.481 -1.849 1.029 -0.018 0.000 0.041 0.063
C 4.898 -3.209 0.623 0.005 0.016 0.004 -0.816
C 3.493 -1.265 0.459 0.030 0.034 -0.054 0.401
N 2.593 -0.736 -0.054 -0.032 0.020 -0.009 -0.282
H 5.221 -1.769 2.993 0.001 -0.006 -0.001 0.340
H 4.850 -0.185 2.274 0.002 0.003 -0.008 0.321
H 6.296 -1.077 1.752 0.000 0.003 -0.002 0.343
H 4.843 -3.867 1.488 0.000 0.000 0.002 0.348
H 5.921 -3.168 0.253 0.000 -0.001 -0.003 0.353
H 4.243 -3.576 -0.162 0.010 -0.001 -0.011 0.277
```
Forces are in eV/Å.